The following is a DFT calculation (ωB97M-V/def2-TZVPD) of 11 unconnected molecules or ions with the total composition C39H63N9O5 at a distorted geometry.

Values from the calculation:
Kohn-Sham gap: 8.0105 eV
DFT total energy: -2392.83605 Eh

Geometry as ORCA input:
```
! RIJCOSX wB97M-V def2-TZVPD def2/J DEFGRID3
* xyz 0 1
H -2.32 -1.16 0.67
C -1.40 -2.84 -3.41
H 0.86 -1.70 -4.05
C -3.13 2.36 -1.71
C -1.15 -4.76 3.30
H -4.17 -0.45 2.64
H -4.92 2.76 4.41
H -3.32 -3.22 -0.79
H -1.64 -4.49 -2.05
C -2.87 -2.87 -1.71
H 4.96 -1.07 -5.94
N 2.35 2.69 -0.93
N 2.10 -4.31 -3.75
N -1.82 2.73 -2.14
O -0.05 3.63 0.08
H -3.20 2.11 -0.65
C 2.71 1.34 -1.05
C -1.56 -3.61 2.74
C -1.86 -0.18 0.62
H -0.53 -2.22 -0.43
H 0.93 2.58 -3.92
H -3.13 2.54 4.59
H -1.35 3.05 2.23
H 1.88 3.14 -0.16
C 0.08 -1.33 -0.59
N -2.21 -5.40 3.86
H 3.26 -2.81 -1.14
H 2.01 -4.41 -4.75
H 2.36 5.83 0.35
C -0.01 0.75 4.69
C -1.31 4.12 2.00
H -3.11 0.07 4.04
H -2.07 0.44 1.49
C -2.96 -3.53 3.03
H -0.87 3.08 6.66
C 2.75 -3.48 -1.82
H 4.25 -1.12 -7.58
H -3.84 3.71 3.41
C 0.41 1.90 4.06
N -1.94 -3.58 -2.37
C 3.77 2.50 -2.56
H 0.30 -0.23 -4.76
H -2.19 -6.30 4.33
H -3.51 -0.78 -2.07
H 1.14 -1.57 -0.59
C -3.96 2.74 3.91
C -4.08 1.59 2.92
C 0.19 3.25 -3.48
C 3.01 -3.46 -3.18
C 4.13 -0.75 -6.56
N 2.27 -1.45 2.91
H -1.08 0.52 6.63
H -1.14 4.65 2.93
C 1.70 -4.40 -1.56
H 0.03 -0.25 4.30
C 2.06 -2.77 2.56
H 0.08 6.31 1.66
C -0.35 -0.42 0.48
C 1.37 -4.96 -2.83
H 2.29 0.62 -0.37
C -1.22 2.68 -3.35
H 0.86 1.91 3.08
C 1.11 -0.64 -4.15
H 0.40 4.01 4.83
H -0.19 -0.86 -1.54
H 1.33 -3.08 1.83
N -0.43 2.49 5.96
H -3.62 -2.70 2.81
H -1.15 3.07 -1.46
C 2.82 -1.22 -5.90
H -0.70 -3.31 -4.08
C -2.92 -1.63 -2.38
O -1.82 2.33 -4.37
H 1.21 -0.25 -3.14
C 3.15 3.45 -1.75
H 4.45 2.71 -3.37
C 3.17 -1.41 3.95
H 0.66 -5.71 -3.14
C 3.57 1.19 -2.06
O -4.21 1.76 1.73
H -3.78 3.20 -1.97
H 2.92 0.37 -4.62
H -2.24 0.21 -0.33
H 3.38 -0.46 4.43
H -4.21 -5.11 4.12
H 1.72 -0.67 2.58
C -0.64 1.13 5.86
C -0.32 4.45 0.92
N 0.30 5.63 0.96
H -4.98 0.06 4.07
C -4.05 0.20 3.51
H -1.87 -0.87 -4.22
H -1.00 -2.83 2.24
H 0.11 4.17 -4.06
H 4.28 -3.12 4.88
C 2.86 -3.59 3.34
H -0.14 -5.13 3.35
H 2.97 -4.66 3.35
C 3.54 -2.71 4.22
C 1.35 5.97 -0.01
C 0.18 2.96 4.86
C -3.34 -4.65 3.68
H 3.01 4.52 -1.74
H 1.23 5.48 -0.98
H 4.06 0.31 -2.44
H 4.02 0.32 -6.70
H 3.60 -2.85 -3.85
O 2.23 -2.18 -6.36
H 0.53 3.52 -2.48
H -2.28 4.44 1.61
N 2.37 -0.43 -4.92
H 1.41 7.01 -0.33
C -2.03 -1.63 -3.47
H -3.55 1.52 -2.26
H 1.22 -4.62 -0.61
O 0.46 0.10 1.25
*
```

Atomic partial charges in e from the Mulliken method, atoms 1 to 99: number 1, H, carries -0.0308; number 2, C, carries -0.8464; number 3, H, carries -0.4275; number 4, C, carries -1.0412; number 5, C, carries -0.8503; number 6, H, carries 0.1244; number 7, H, carries 0.4695; number 8, H, carries 0.5127; number 9, H, carries 0.2853; number 10, C, carries -1.1308; number 11, H, carries 0.2636; number 12, N, carries 0.2777; number 13, N, carries 0.1472; number 14, N, carries 0.3694; number 15, O, carries -0.6849; number 16, H, carries 0.2684; number 17, C, carries -0.9359; number 18, C, carries 0.5911; number 19, C, carries 0.5069; number 20, H, carries 0.3035; number 21, H, carries 0.0474; number 22, H, carries 0.0962; number 23, H, carries -0.2521; number 24, H, carries 0.1058; number 25, C, carries 0.7245; number 26, N, carries 0.0109; number 27, H, carries 0.6236; number 28, H, carries 0.3009; number 29, H, carries 0.3711; number 30, C, carries -0.2684; number 31, C, carries -0.6695; number 32, H, carries 0.2556; number 33, H, carries -0.4205; number 34, C, carries -0.6296; number 35, H, carries 0.2242; number 36, C, carries -0.1856; number 37, H, carries 0.3391; number 38, H, carries 0.3168; number 39, C, carries 0.4205; number 40, N, carries 0.1066; number 41, C, carries -0.6285; number 42, H, carries 0.4071; number 43, H, carries 0.1937; number 44, H, carries 0.5918; number 45, H, carries -0.1708; number 46, C, carries -1.1224; number 47, C, carries 0.8697; number 48, C, carries -0.2065; number 49, C, carries -0.9680; number 50, C, carries -1.2265; number 51, N, carries 0.4633; number 52, H, carries 0.3991; number 53, H, carries 0.4664; number 54, C, carries -0.1580; number 55, H, carries 0.7780; number 56, C, carries -0.1031; number 57, H, carries 0.2380; number 58, C, carries 0.5178; number 59, C, carries -1.3025; number 60, H, carries 0.7399; number 61, C, carries 0.8315; number 62, H, carries 0.4001; number 63, C, carries 0.0296; number 64, H, carries 0.5519; number 65, H, carries -0.6402; number 66, H, carries 0.3919; number 67, N, carries 0.0853; number 68, H, carries 0.2984; number 69, H, carries -0.0365; number 70, C, carries 0.6699; number 71, H, carries 0.6489; number 72, C, carries -0.1653; number 73, O, carries -0.7392; number 74, H, carries -0.1658; number 75, C, carries -0.5815; number 76, H, carries 0.4435; number 77, C, carries -0.6818; number 78, H, carries 0.4767; number 79, C, carries -0.6326; number 80, O, carries -0.5796; number 81, H, carries 0.3967; number 82, H, carries 0.1578; number 83, H, carries -0.4548; number 84, H, carries 0.4755; number 85, H, carries 0.4286; number 86, H, carries 0.0496; number 87, C, carries -1.2214; number 88, C, carries 0.4639; number 89, N, carries -0.1828; number 90, H, carries 0.4961; number 91, C, carries -0.8303; number 92, H, carries 0.6667; number 93, H, carries 0.2992; number 94, H, carries 0.3373; number 95, H, carries 0.3988; number 96, C, carries -0.9450; number 97, H, carries 0.4772; number 98, H, carries 0.4464; number 99, C, carries -0.5295



The following is a DFT calculation (ωB97M-V/def2-TZVPD) of 5 unconnected molecules or ions with the total composition C39H64BN4O20S at a distorted geometry.

Values from the calculation:
Kohn-Sham gap: 9.4175 eV
DFT total energy: -3671.19608 Eh

Geometry as ORCA input:
```
! RIJCOSX wB97M-V def2-TZVPD def2/J DEFGRID3
* xyz 1 1
O -0.99 -2.39 -6.93
C -4.08 1.68 1.14
C 10.19 1.04 5.47
H 3.93 2.24 4.59
H -3.18 -0.01 2.07
H 3.16 -2.06 -6.20
C 2.30 4.05 3.76
C 0.14 -2.70 -6.71
H -5.21 -3.05 -2.11
H -2.57 -4.31 3.01
H -1.51 3.93 -1.07
O -3.97 1.65 -10.46
H 3.50 -2.42 3.27
H -2.35 -0.88 -8.05
C 2.79 -2.33 2.45
H 9.76 0.51 3.39
H -7.99 -4.12 -1.38
H 1.72 -0.09 -0.56
C 2.05 -3.90 -6.67
O 9.17 2.03 5.68
H 5.27 2.08 1.94
H 1.12 3.80 0.26
H 5.93 2.46 3.52
O -5.46 -4.12 1.56
C -2.18 -1.67 -2.24
C -6.15 -2.96 -1.56
H -1.49 -0.91 2.81
C 0.36 0.91 0.69
O 4.08 -5.03 0.84
C 9.55 0.16 4.41
H -2.61 2.44 -2.45
H -5.24 0.28 -0.08
H 11.11 1.52 5.15
H 10.36 0.51 6.40
C -2.98 -3.43 2.53
C -3.85 1.02 -9.47
C -0.61 -0.44 -3.60
C 3.83 2.17 3.51
H -5.04 1.91 1.57
O -6.37 -4.89 -0.35
H 2.42 -4.77 -6.14
C -0.53 -0.54 2.50
N 0.20 -0.17 -2.55
H -6.75 -4.90 -2.39
H 3.46 4.39 5.48
O -3.72 1.56 -8.22
H -4.86 0.46 -6.91
C -0.17 -0.62 -1.34
C 2.26 -2.59 -5.92
C 0.01 2.06 -0.26
O -4.79 0.84 -2.62
C 2.46 4.03 5.24
C -0.73 4.47 -0.53
C 1.60 1.26 1.54
H 2.23 1.85 0.90
C -4.28 0.77 -0.07
N -0.85 0.49 1.47
H -0.43 -4.83 1.36
H 0.60 2.68 2.86
C -1.38 5.52 0.33
C -5.86 -3.95 0.46
H 4.41 -4.24 2.62
O 1.10 -1.84 -6.33
H -0.30 -0.08 -4.56
S -4.33 1.68 -1.56
H 0.75 1.98 -1.05
C 1.46 2.03 2.84
H -3.80 -3.71 1.89
C -1.72 1.56 2.07
C 1.46 -1.99 3.04
H 1.39 1.34 3.69
C -6.92 -4.27 -1.52
H -0.24 3.56 1.32
N 0.85 -1.55 0.65
O -5.84 -2.75 -0.17
H -2.10 5.09 1.01
H 3.15 -1.54 1.80
O -4.94 2.95 -1.32
O -2.77 1.87 -1.68
H -1.71 2.44 1.45
O -3.81 -0.33 -9.39
C -1.35 -1.39 -1.16
O 1.88 5.01 3.20
H -0.09 4.97 -1.25
H -1.44 0.03 0.78
H -3.06 -2.26 -2.09
H -6.71 -2.13 -1.95
H 1.76 4.72 5.68
N 2.64 2.89 3.02
H 2.15 0.35 1.73
H -3.34 -2.74 3.27
O 0.62 -3.95 -6.79
H 2.49 -3.88 -7.67
H 2.22 -2.72 -4.84
O 6.92 2.02 5.52
H -1.61 -1.80 -0.19
H -3.69 2.63 0.80
H -1.32 1.78 3.05
C 5.11 2.65 2.85
H -3.17 0.71 -6.42
H 1.18 -2.78 3.73
C 3.83 -4.30 1.70
C -1.81 -1.19 -3.50
H 3.70 1.12 3.29
H -1.88 6.28 -0.26
H 5.04 3.69 2.58
C -3.83 0.51 -7.26
O 2.74 -3.55 1.71
C -3.42 -0.71 -8.06
C 7.98 1.51 5.32
C 0.74 -0.34 -0.15
B -0.64 -3.00 1.95
H -0.12 -0.04 3.36
H -3.93 -1.62 -7.77
H 1.64 -1.11 3.65
C 0.31 -1.72 2.00
H 2.38 3.04 5.67
H -3.54 1.29 3.18
H -0.63 6.02 0.94
H -0.97 1.88 -0.69
O 8.15 0.33 4.67
H 9.83 -0.89 4.49
H 0.75 -2.38 0.08
C -3.16 1.07 2.20
H -3.49 0.05 -0.18
O -1.98 -2.77 1.72
C 0.10 3.48 0.30
H -2.39 -1.38 -4.38
O -0.13 -4.26 2.07
*
```

Atomic partial charges in e from the Mulliken method, atoms 1 to 99: number 1, O, carries -0.5210; number 2, C, carries -1.1705; number 3, C, carries -0.3161; number 4, H, carries 0.6165; number 5, H, carries -0.1205; number 6, H, carries 0.3230; number 7, C, carries 0.8177; number 8, C, carries 0.6882; number 9, H, carries 0.0859; number 10, H, carries 0.3183; number 11, H, carries -0.2033; number 12, O, carries -0.5103; number 13, H, carries 0.7853; number 14, H, carries 0.2098; number 15, C, carries -0.9556; number 16, H, carries 0.2600; number 17, H, carries 0.2805; number 18, H, carries 0.9284; number 19, C, carries -0.3580; number 20, O, carries -0.3168; number 21, H, carries 0.3383; number 22, H, carries 0.6666; number 23, H, carries -0.0124; number 24, O, carries -0.6087; number 25, C, carries -0.9114; number 26, C, carries -0.0364; number 27, H, carries 1.0215; number 28, C, carries 1.5062; number 29, O, carries -0.4201; number 30, C, carries -0.2825; number 31, H, carries 0.3232; number 32, H, carries 0.6716; number 33, H, carries 0.2932; number 34, H, carries 0.2644; number 35, C, carries -0.8607; number 36, C, carries 0.6092; number 37, C, carries -1.1299; number 38, C, carries -0.2069; number 39, H, carries 0.4829; number 40, O, carries -0.3319; number 41, H, carries 0.3110; number 42, C, carries -3.2486; number 43, N, carries -0.6445; number 44, H, carries 0.3308; number 45, H, carries 0.3969; number 46, O, carries -0.3634; number 47, H, carries 0.2228; number 48, C, carries -0.6009; number 49, C, carries -0.2349; number 50, C, carries -0.6726; number 51, O, carries -0.6833; number 52, C, carries -1.5281; number 53, C, carries -0.1334; number 54, C, carries -0.6812; number 55, H, carries 0.6336; number 56, C, carries 0.0793; number 57, N, carries 1.7813; number 58, H, carries 0.3017; number 59, H, carries 0.5036; number 60, C, carries -1.5237; number 61, C, carries 0.5690; number 62, H, carries 0.3828; number 63, O, carries -0.2957; number 64, H, carries 0.6405; number 65, S, carries 1.2465; number 66, H, carries 1.3894; number 67, C, carries -2.1472; number 68, H, carries 0.3729; number 69, C, carries 0.6306; number 70, C, carries -1.6677; number 71, H, carries 0.3090; number 72, C, carries -0.4345; number 73, H, carries 0.1733; number 74, N, carries -0.1322; number 75, O, carries -0.2162; number 76, H, carries 0.2930; number 77, H, carries 0.1785; number 78, O, carries -0.6676; number 79, O, carries -0.4743; number 80, H, carries -0.8021; number 81, O, carries -0.3651; number 82, C, carries 1.5047; number 83, O, carries -0.5355; number 84, H, carries 0.5315; number 85, H, carries -0.4554; number 86, H, carries 0.6555; number 87, H, carries 0.3783; number 88, H, carries 0.4198; number 89, N, carries 0.7341; number 90, H, carries -0.2178; number 91, H, carries 0.2819; number 92, O, carries -0.3348; number 93, H, carries 0.2612; number 94, H, carries 0.1680; number 95, O, carries -0.5461; number 96, H, carries -0.0426; number 97, H, carries 0.4063; number 98, H, carries 0.6965; number 99, C, carries -1.0394